[1]
The following is a DFT calculation (the ωB97M-V functional and the def2-TZVPD basis) of a structure of composition C13H13IrN6O.

Last column: Mulliken spin population.
Element x y z (Å)
Ir (-0.882, -0.022, -0.018)  1.71
O (-2.660, -0.964, 0.142)  0.05
N (-1.648, 1.923, -2.340)  0.14
N (-0.368, 0.141, 2.050)  0.18
N (1.740, 0.290, 1.057)  0.43
N (-4.239, -0.298, -1.354)  0.01
N (1.137, 0.090, -0.137)  0.21
N (-4.297, -2.393, -0.393)  0.01
C (2.200, 0.142, -3.624)  0.06
C (-1.113, 0.163, 3.145)  0.09
C (-0.556, 0.319, 4.412)  0.18
C (1.622, 0.400, 3.416)  0.22
C (-3.721, -1.208, -0.542)  0.00
C (-1.318, 1.199, -1.502)  -0.02
C (1.007, 0.264, 2.146)  -0.05
C (1.939, 0.189, -1.232)  0.24
C (3.567, 0.483, -3.473)  0.29
C (4.115, 0.653, -2.189)  0.01
C (0.828, 0.442, 4.539)  -0.05
C (3.334, 0.504, -1.083)  0.14
C (1.403, -0.018, -2.533)  0.10
H (-2.184, 0.065, 3.017)  0.01
H (1.791, 0.014, -4.617)  0.00
H (2.700, 0.460, 3.455)  0.00
H (1.270, 0.575, 5.517)  0.00
H (-3.870, -3.077, 0.208)  0.00
H (-3.801, 0.604, -1.459)  0.00
H (5.164, 0.894, -2.082)  0.00
H (-5.077, -0.473, -1.884)  0.00
H (0.359, -0.278, -2.645)  -0.01
H (3.729, 0.611, -0.086)  0.01
H (-1.201, 0.348, 5.279)  0.00
H (4.189, 0.599, -4.350)  0.00
H (-5.164, -2.641, -0.841)  0.00

Its expectation value of S² is 6.06. Its multiplicity is 5. The value obtained for the frontier orbital gap (spin up / spin down) is 7.1 / 6.4 eV. The calculation puts the LUMO energy (spin up / spin down) at -0.2678 / -0.3693 Ha. Its net charge is +2.



[2]
The following is a DFT calculation (the ωB97M-V functional and the def2-TZVPD basis) of a structure of composition C28H33CoGeI2N5O2S2.

Last column: Mulliken charge in e.
Element x y z (Å)
I (3.154, 2.073, 1.616)  0.05
I (1.418, 1.371, 7.311)  0.10
Ge (-2.219, 1.351, 0.976)  0.79
Co (-0.394, -1.493, 1.055)  -0.16
S (0.521, -2.106, -0.996)  -0.65
S (-1.342, -3.787, 1.179)  -0.39
O (0.796, -0.068, 1.284)  0.19
O (0.390, -1.228, -5.648)  -0.57
N (-0.800, -1.208, 2.988)  0.59
N (1.047, -2.983, 1.796)  0.24
N (0.820, 0.412, -1.747)  1.16
N (0.898, -5.265, 1.342)  0.06
N (0.267, -1.180, -3.419)  0.06
C (3.814, 0.572, -2.127)  -1.02
C (-0.683, 0.710, -4.845)  0.14
C (2.241, -5.399, 1.383)  -0.14
C (-1.653, -1.562, 5.176)  -1.17
C (1.469, 1.482, -2.530)  -0.67
C (-0.962, 2.608, 0.163)  -0.87
C (-1.907, -0.507, 0.400)  -0.53
C (0.967, 0.263, 2.542)  -0.38
C (1.894, 1.171, 3.002)  -0.24
C (1.177, 0.887, 5.297)  -0.27
C (0.112, -0.336, 3.506)  -0.50
C (0.038, -0.575, -4.703)  -0.01
C (0.494, -0.802, -2.137)  0.09
C (0.190, -0.043, 4.879)  1.34
C (0.284, -4.053, 1.468)  0.15
C (-2.362, 2.301, -4.206)  -0.67
C (3.021, -4.310, 1.625)  -0.99
C (2.354, -3.097, 1.861)  0.03
C (1.995, 1.479, 4.374)  -0.27
C (-1.655, -1.796, 3.790)  -0.29
C (2.779, 1.013, -3.156)  -0.29
C (-2.070, 3.057, -5.333)  -0.39
C (-0.416, 1.452, -5.993)  -0.59
C (-0.742, -0.699, 5.714)  -0.93
C (-1.670, 1.125, -3.957)  0.35
C (-1.100, 2.631, -6.230)  -0.66
C (-4.039, 1.780, 0.389)  -1.31
C (-2.211, 1.637, 2.911)  -1.26
H (-2.800, 2.530, 3.124)  0.51
H (-4.161, 1.711, -0.690)  0.32
H (3.169, 1.841, -3.751)  0.49
H (-1.092, 2.662, -0.915)  0.23
H (-1.141, 3.604, 0.574)  0.52
H (2.579, 0.194, -3.852)  0.17
H (-1.913, 0.535, -3.084)  0.53
H (-4.283, 2.798, 0.699)  0.38
H (3.476, -0.300, -1.564)  0.18
H (0.984, 0.457, -0.741)  -0.65
H (0.311, -6.056, 1.111)  0.29
H (-2.377, -2.068, 5.798)  0.46
H (-0.731, -0.504, 6.779)  0.22
H (-1.208, 1.797, 3.306)  0.34
H (-2.668, 0.800, 3.441)  0.26
H (-2.366, -2.473, 3.338)  0.45
H (0.333, -2.185, -3.533)  0.24
H (-3.131, 2.629, -3.523)  0.44
H (-2.772, -1.104, 0.708)  0.67
H (-1.865, -0.527, -0.690)  0.18
H (-4.754, 1.104, 0.859)  0.38
H (2.631, -6.394, 1.221)  0.42
H (0.795, 1.857, -3.294)  0.11
H (4.751, 0.306, -2.616)  0.43
H (2.900, -2.193, 2.114)  0.45
H (-2.604, 3.980, -5.515)  0.41
H (4.096, -4.381, 1.646)  0.45
H (0.067, 2.333, 0.393)  -0.05
H (1.645, 2.287, -1.819)  0.60
H (4.024, 1.373, -1.417)  0.14
H (-0.882, 3.213, -7.115)  0.42
H (0.338, 1.094, -6.682)  0.49
H (2.732, 2.202, 4.695)  0.44

Its multiplicity is 1. The value obtained for the frontier orbital gap is 6.4 eV. The calculation puts the LUMO energy at -0.1394 Ha. Its net charge is +1.



[3]
The following is a DFT calculation (the ωB97M-V functional and the def2-TZVPD basis) of a cluster of 2 separate species, C4H10N4 in total.

Last column: Mulliken charge in e.
Element x y z (Å)
N (1.878, -1.406, -0.268)  -0.70
N (1.052, 0.485, -0.618)  -0.53
N (-2.957, -0.744, 0.430)  -0.74
N (-1.605, 0.811, -0.767)  -0.42
C (-0.608, -1.275, -0.221)  -0.81
C (0.620, -0.786, -0.166)  0.65
C (1.004, 1.444, 0.571)  -0.64
C (-1.909, -0.390, -0.207)  0.42
H (1.678, -2.417, 0.224)  0.30
H (2.125, 0.400, -0.726)  0.49
H (1.117, 2.454, 0.010)  0.27
H (-3.616, 0.095, 0.615)  0.21
H (-2.225, 1.726, -0.840)  0.23
H (-0.591, -2.337, -0.070)  0.26
H (0.112, 1.310, 1.302)  0.23
H (2.390, -1.221, 0.709)  0.30
H (2.282, 1.152, 1.229)  0.20
H (-0.748, 0.700, -1.206)  0.30

Its multiplicity is 1. The value obtained for the frontier orbital gap is 9.2 eV. The calculation puts the LUMO energy at 0.0218 Ha. Its net charge is 0.



[4]
The following is a DFT calculation (the ωB97M-V functional and the def2-TZVPD basis) of a structure of composition C11H21IN3O2P2Tb.

Last column: Mulliken spin population.
Element x y z (Å)
Tb (-0.931, -0.931, -0.248)  6.05
I (1.244, 3.566, -0.526)  0.00
P (0.949, 2.110, 2.262)  0.00
P (-0.391, -1.708, -2.847)  -0.05
O (0.427, -4.283, -0.082)  0.00
O (0.338, 0.721, 0.086)  0.01
N (-2.642, -1.008, 1.110)  -0.01
N (-4.618, -1.114, 2.538)  0.00
N (-6.987, -1.788, 2.233)  0.00
C (2.717, 1.122, 0.272)  0.00
C (0.639, 0.534, 3.075)  0.00
C (2.360, 2.948, 2.963)  0.00
C (-3.648, -1.088, 1.742)  0.02
C (1.400, -1.380, -3.076)  0.00
C (-1.109, -0.665, -4.164)  0.00
C (0.041, -3.199, -0.169)  0.00
C (-0.561, 3.060, 2.372)  0.00
C (1.320, 1.686, 0.480)  0.00
C (-5.857, -1.481, 2.316)  0.00
C (-0.576, -3.373, -3.552)  0.00
H (-0.753, 3.607, 1.442)  0.00
H (-1.645, -3.584, -3.686)  0.00
H (1.626, -0.329, -2.848)  0.00
H (1.992, -2.018, -2.407)  0.00
H (-0.478, 3.782, 3.197)  0.00
H (-0.961, 0.396, -3.925)  0.00
H (1.675, -1.596, -4.117)  0.00
H (2.714, 3.762, 2.317)  0.00
H (2.059, 3.374, 3.929)  0.00
H (-0.380, 0.183, 2.852)  0.00
H (2.917, 0.278, 0.946)  0.00
H (2.800, 0.770, -0.761)  0.00
H (3.184, 2.244, 3.140)  0.00
H (-0.072, -3.428, -4.526)  0.00
H (-0.637, -0.891, -5.130)  0.00
H (-2.188, -0.859, -4.231)  0.00
H (-1.408, 2.388, 2.568)  0.00
H (-0.157, -4.125, -2.874)  0.00
H (0.727, 0.666, 4.161)  0.00
H (3.503, 1.877, 0.418)  0.00
H (1.368, -0.222, 2.752)  0.00

Its expectation value of S² is 12.61. Its multiplicity is 7. The value obtained for the frontier orbital gap (spin up / spin down) is 5.8 / 6.4 eV. The calculation puts the LUMO energy (spin up / spin down) at -0.3126 / -0.2929 Ha. Its net charge is +2.



[5]
The following is a DFT calculation (the ωB97M-V functional and the def2-TZVPD basis) of a structure of composition C6H17BBr2GaO3S.

Last column: Mulliken charge in e.
Element x y z (Å)
Br (-5.651, 0.206, -2.037)  -0.26
Br (-2.606, -0.832, -3.105)  -0.22
Ga (-1.859, -2.221, -0.248)  0.69
S (-3.203, -3.337, 1.300)  -0.51
O (-0.507, -0.373, 1.821)  -0.55
O (3.824, 1.968, -0.665)  -0.50
O (1.067, -1.209, 0.227)  -0.51
C (-4.653, -0.307, 0.578)  -1.09
C (4.597, 1.755, 0.511)  -0.18
C (5.961, 2.419, 0.421)  -1.12
C (-4.465, -0.881, -0.823)  0.01
C (1.273, -0.027, -0.560)  -0.51
C (-3.009, -0.757, -1.189)  -0.67
B (-0.250, -1.181, 0.686)  0.21
H (-0.958, 0.427, 1.494)  0.29
H (6.533, 2.012, -0.416)  0.33
H (-4.794, -1.905, -0.871)  0.44
H (4.303, 1.588, -1.409)  0.28
H (0.315, 0.367, -0.913)  0.19
H (-2.683, 0.217, -0.859)  0.48
H (4.023, 2.174, 1.335)  0.31
H (-5.215, 0.612, 0.550)  0.48
H (-5.179, -0.997, 1.223)  0.26
H (1.832, -0.273, -1.452)  0.21
H (5.850, 3.491, 0.253)  0.27
H (-2.528, -3.241, 2.448)  0.06
H (4.706, 0.680, 0.686)  0.26
H (-3.678, -0.104, 1.004)  0.18
H (-1.356, -3.270, -1.342)  -0.42
H (1.776, 0.734, 0.013)  0.23
H (6.534, 2.265, 1.337)  0.35

Its multiplicity is 1. The value obtained for the frontier orbital gap is 7.1 eV. The calculation puts the LUMO energy at 0.0933 Ha. Its net charge is -1.



[6]
The following is a DFT calculation (the ωB97M-V functional and the def2-TZVPD basis) of an isolated molecule of C18H21NO7S.

Last column: Mulliken charge in e.
Element x y z (Å)
S (-2.879, -0.609, -1.420)  1.26
O (-4.283, -0.532, -1.137)  -0.74
O (1.323, 2.301, -0.851)  -0.48
O (3.237, -2.377, -0.306)  -0.48
O (-0.236, 4.275, 0.586)  -0.47
O (-4.701, -1.331, 2.126)  -0.51
O (-2.823, -0.189, 1.752)  -0.49
O (-2.468, -0.861, -2.769)  -0.71
N (-2.299, -1.887, -0.471)  0.19
C (1.112, 4.658, 0.410)  -0.72
C (-0.169, -2.290, -1.509)  -0.06
C (4.028, -2.148, 0.844)  -0.45
C (2.019, 1.330, -1.599)  -0.55
C (1.146, -1.989, 0.914)  -0.23
C (-2.100, 2.956, 0.273)  -0.84
C (-0.020, 2.132, -0.646)  0.94
C (-0.712, 1.020, -1.105)  -0.34
C (-0.233, -1.870, 0.851)  -0.67
C (-3.520, -1.147, 1.541)  0.70
C (-3.167, -2.287, 0.606)  -0.86
C (-0.731, 3.125, 0.064)  0.22
C (-2.773, 1.837, -0.173)  -0.36
C (-0.905, -2.015, -0.355)  -0.49
C (1.203, -2.393, -1.450)  -0.47
C (4.199, -0.664, 1.155)  -0.94
C (1.883, -2.244, -0.236)  0.34
C (-2.063, 0.873, -0.853)  -0.40
H (-0.780, -1.636, 1.750)  0.35
H (3.242, -0.197, 1.376)  0.26
H (-4.929, -0.572, 2.689)  0.37
H (-4.098, -2.662, 0.174)  0.39
H (-2.691, -3.091, 1.176)  0.50
H (-2.614, 3.738, 0.807)  0.44
H (1.782, -2.600, -2.336)  0.43
H (-3.829, 1.706, -0.012)  0.50
H (1.366, 4.769, -0.645)  0.27
H (4.855, -0.544, 2.013)  0.40
H (1.195, 5.624, 0.908)  0.31
H (-0.692, -2.392, -2.445)  0.48
H (-0.218, 0.253, -1.675)  0.64
H (1.798, 3.948, 0.875)  0.24
H (1.990, 0.349, -1.117)  -0.02
H (4.641, -0.157, 0.301)  0.27
H (4.998, -2.588, 0.594)  0.36
H (3.047, 1.687, -1.641)  0.30
H (1.623, 1.246, -2.615)  0.38
H (3.620, -2.685, 1.709)  0.32
H (1.626, -1.870, 1.873)  0.42

As for the structure (SMILES): CCOc1ccc(N(CC(=O)O)S(=O)(=O)c2ccc(OC)c(OC)c2)cc1. Its multiplicity is 1. The value obtained for the frontier orbital gap is 8.8 eV. The calculation puts the LUMO energy at 0.0223 Ha. Its net charge is 0.